(1)
C29H33IKN3O3 | the ωB97M-V functional and the def2-TZVPD basis

Geometry (Å):
K: -0.22996 0.03393 0.04515
C: -1.56005 -0.21042 -4.25315
C: -0.32923 -0.47544 -3.42200
C: 0.50267 0.60912 -3.10309
C: 0.16030 1.99759 -3.56949
C: 1.66600 0.40345 -2.35350
C: 2.50913 1.59224 -1.98387
C: 2.04052 -0.89240 -1.97415
C: 3.38603 -1.12855 -1.33245
C: 1.17774 -1.96275 -2.23185
C: 1.49652 -3.34812 -1.73041
C: 0.00314 -1.76043 -2.97296
C: -0.84035 -2.97069 -3.29116
H: -2.10998 0.65065 -3.87202
H: -2.24949 -1.04773 -4.27738
H: -1.28547 0.01654 -5.28686
H: -0.38703 2.53088 -2.78694
H: -0.44258 1.98438 -4.47345
H: 1.05888 2.57139 -3.78941
H: 1.86895 2.40902 -1.65018
H: 3.09838 1.93972 -2.83849
H: 3.19105 1.37428 -1.16661
H: 3.35978 -1.03321 -0.24271
H: 4.11842 -0.41595 -1.70699
H: 3.76211 -2.12249 -1.56454
H: 2.23124 -3.32928 -0.92992
H: 1.89675 -3.98485 -2.52623
H: 0.60331 -3.84054 -1.34553
H: -1.42066 -3.30013 -2.42369
H: -0.21023 -3.80862 -3.59047
H: -1.53733 -2.79598 -4.10377
O: -1.75964 2.24617 1.49121
C: -0.78725 2.54301 0.75838
O: -0.67379 2.37615 -0.46688
C: 0.48430 3.00563 1.46045
C: 0.49393 4.11902 2.29656
C: 1.68005 4.48149 2.91051
C: 2.80343 3.69524 2.69671
C: 2.68342 2.59025 1.86964
N: 1.56059 2.24626 1.24956
H: -0.42623 4.66773 2.44711
H: 1.72874 5.35418 3.54983
H: 3.75475 3.92711 3.15604
H: 3.53930 1.94135 1.70003
O: -1.96044 -0.35638 2.34224
C: -3.11569 -1.13439 2.30470
C: -3.60897 -1.47094 0.91476
C: -4.81003 -2.16613 0.76710
C: -5.27685 -2.44709 -0.50244
C: -4.53441 -2.00750 -1.59081
C: -3.35716 -1.32730 -1.34340
N: -2.88268 -1.06896 -0.12356
H: -2.12185 0.55935 2.02986
H: -3.94716 -0.67155 2.85460
H: -2.88400 -2.07243 2.82115
H: -5.36178 -2.46982 1.64813
H: -6.20437 -2.98695 -0.64282
H: -4.85429 -2.18211 -2.60884
H: -2.75041 -0.96015 -2.16649
I: 1.58881 -2.51576 2.08796
C: 1.54761 -0.91084 3.45423
C: 2.39552 -0.92240 4.55360
C: 2.25144 0.11333 5.46181
C: 1.27417 1.07759 5.23898
C: 0.49941 0.98392 4.09495
N: 0.65661 0.00703 3.20589
H: 3.11990 -1.71138 4.69280
H: 2.88218 0.16068 6.33995
H: 1.11774 1.89239 5.93220
H: -0.27347 1.70866 3.86243

Results
Energy above the lowest of the compared OMol25 structures with the same formula, charge and spin, eV: 0.504
Frontier orbital gap, eV: 8.716
E, eV: -65649.7247

(2)
C24H27N5O2 | the ωB97M-V functional and the def2-TZVPD basis

Geometry (Å):
C: -6.87749 -1.94565 1.66144
C: -6.96248 -1.74790 0.13065
C: -5.72694 -0.94249 -0.28046
N: -4.90894 -0.89385 0.91120
C: -3.66263 -0.31030 0.89569
C: -3.50187 0.95805 0.28853
C: -2.27663 1.56794 0.28047
C: -1.09336 0.87450 0.68286
C: 0.11369 1.53054 0.41737
C: 1.38455 0.93935 0.52315
C: 1.55036 -0.42613 0.15559
C: 2.77810 -1.04271 0.20758
C: 3.89879 -0.34840 0.72148
N: 5.10909 -1.01680 0.80678
C: 5.67043 -1.45950 2.06183
C: 6.83947 -2.37244 1.67469
C: 6.92727 -2.37493 0.13563
C: 5.80869 -1.46898 -0.38088
C: 3.75930 1.00983 1.11330
C: 2.55059 1.65014 0.96507
C: -1.27412 -0.40843 1.30855
C: -2.52747 -0.96933 1.44431
C: -5.51356 -1.40847 2.10888
H: -7.66333 -1.37365 2.15905
H: -6.96320 -3.00039 1.93286
H: -6.92631 -2.71399 -0.37817
H: -7.87042 -1.21868 -0.15804
H: -5.17981 -1.43584 -1.10328
H: -5.98086 0.06787 -0.63226
H: -4.37927 1.47505 -0.09200
H: -2.15965 2.60347 -0.02832
H: 0.04676 2.56082 0.08192
H: 0.67464 -1.01743 -0.11493
H: 2.89203 -2.09227 -0.07127
H: 6.00511 -0.59074 2.64152
H: 4.91499 -1.98189 2.66455
H: 7.75830 -1.98686 2.12216
H: 6.64656 -3.37867 2.05152
H: 7.88829 -1.98162 -0.19989
H: 6.78966 -3.38134 -0.26168
H: 5.12531 -1.97000 -1.08021
H: 6.22974 -0.60016 -0.90956
H: 4.63876 1.52039 1.50453
H: 2.42085 2.68387 1.27873
H: -0.42183 -0.93920 1.73554
H: -2.67577 -1.94068 1.92218
H: -5.64034 -0.61531 2.85815
H: -4.87291 -2.17494 2.56158
N: -0.26504 3.05944 -2.00039
C: -0.44348 4.38051 -2.32895
N: -0.47822 4.60445 -3.65765
C: -0.32034 3.36719 -4.19887
N: -0.35561 3.27551 -5.60746
O: -0.20164 2.15895 -6.12701
O: -0.54285 4.32241 -6.23157
C: -0.18024 2.38737 -3.18887
H: -0.54880 5.19362 -1.61164
H: -0.02592 1.33867 -3.36597

Results
Energy above the lowest of the compared OMol25 structures with the same formula, charge and spin, eV: 8.589
Frontier orbital gap, eV: 4.524
E, eV: -36865.3902

(3)
C18H15BF4O | the ωB97M-V functional and the def2-TZVPD basis

Geometry (Å):
C: -3.99478 0.76059 2.22403
C: -2.86109 -0.10742 2.20818
C: -2.70352 -1.49059 2.27833
C: -1.34145 -1.78766 2.29954
C: -0.71094 -0.51585 2.14567
B: 1.02473 -0.33683 1.73648
F: 1.14621 -1.67727 1.47114
F: 0.37162 0.50897 0.81125
F: 0.31136 -0.17372 3.22900
O: -1.65118 0.44393 2.07041
H: -4.90625 0.18698 2.22442
H: -4.00698 1.39361 3.10612
H: -3.96044 1.36445 1.32602
H: -3.46886 -2.22451 2.38466
H: -0.88900 -2.75642 2.41377
F: 5.99377 -4.07820 2.69825
C: 5.24674 -2.94739 2.47708
C: 4.82770 -2.19991 3.57961
C: 3.97430 -1.11436 3.35311
C: 3.47302 -0.79229 2.09118
C: 2.41047 0.31118 2.00659
C: 2.81503 1.22270 0.87718
C: 3.29636 2.50033 1.17803
C: 3.63271 3.40529 0.16680
C: 3.56403 3.01859 -1.16477
C: 3.13535 1.71855 -1.48912
C: 2.69804 0.85709 -0.47113
C: 3.99625 -1.52480 0.98719
C: 4.83930 -2.63498 1.18410
H: 5.13547 -2.45384 4.59122
H: 3.76709 -0.44141 4.18116
H: 2.54345 0.92807 2.91610
H: 3.43585 2.78446 2.23742
H: 3.94718 4.43470 0.47791
H: 3.82134 3.72618 -1.94754
H: 3.13441 1.38493 -2.54220
H: 2.31452 -0.14328 -0.75858
H: 3.87865 -1.19212 -0.04721
H: 5.17910 -3.23748 0.31276

Results
Energy above the lowest of the compared OMol25 structures with the same formula, charge and spin, eV: 1.854
Frontier orbital gap, eV: 7.192
E, eV: -32501.1206

HOMO energy list, top to bottom, in eV: -8.384; -6.965; -8.358